Record 1
Formula: C3H3NO3S
Source: the OMol25 dataset
Level of theory: wB97M-V/def2-TZVPD

CARTESIAN COORDINATES (ANGSTROEM)
C -1.368 1.227 -1.334
C 0.381 -0.912 0.222
C 1.081 -1.045 1.566
H -1.572 1.783 -2.264
H 1.020 1.048 0.141
H 0.824 -1.964 2.094
N 0.541 0.286 -0.311
O -2.019 1.287 -0.335
O -0.181 0.609 -1.436
O 1.783 -0.175 1.979
S -0.491 -2.143 -0.322

Calculated values
E   -21624.925 eV
Frontier orbital gap   8.4 eV
HOMO level   -9.1879 eV


Record 2
Formula: C3H3NO3S
Source: the OMol25 dataset
Level of theory: wB97M-V/def2-TZVPD

CARTESIAN COORDINATES (ANGSTROEM)
C 1.865 0.288 0.190
C 0.340 0.413 0.570
C -1.277 -0.853 -0.174
H 2.803 1.148 0.376
H 0.264 0.913 1.596
H -2.102 0.520 -1.316
N -1.124 0.056 -1.158
O -0.464 1.187 -0.398
O -2.141 -1.638 0.095
O -0.319 -0.810 0.717
S 2.156 -1.224 -0.499

Calculated values
E   -21623.141 eV
Frontier orbital gap   8.1 eV
HOMO level   -9.2913 eV


Record 3
Formula: C3H3NO4
Source: the OMol25 dataset
Level of theory: wB97M-V/def2-TZVPD

CARTESIAN COORDINATES (ANGSTROEM)
C -0.068 0.908 0.033
C 2.169 -0.432 -0.018
C -1.945 0.002 -0.013
N 0.725 -0.149 0.102
O 2.409 -1.633 -0.212
O 0.119 2.123 -0.021
O 2.958 0.508 0.094
O -1.742 -1.263 0.105
H -2.451 0.547 0.824
H -2.317 0.398 -0.993
H 0.143 -1.010 0.100

Calculated values
Total charge   -2
E   -12838.135 eV
Frontier orbital gap   5.7 eV
HOMO level   1.3728 eV


- Which formula does entry 1 have?
  C3H3NO3S


- Which of these has the highest HOMO level?
  C3H3NO4